Record 1
This record from the Open Molecules 2025 dataset describes the ion C4H11N2S with charge +1. The level of theory is wB97M-V/def2-TZVPD.

```
18
C4H11N2S wB97M-V/def2-TZVPD
C 0.41 0.15 0.62
C -0.34 0.17 -0.64
C 3.02 0.04 -0.50
C -2.66 0.17 0.59
N 2.10 -0.41 0.56
N -1.74 -0.42 -0.48
S 0.18 1.79 -0.02
H 0.18 -0.29 1.60
H 0.20 -0.04 -1.63
H 3.89 -0.70 -0.35
H 2.48 0.01 -1.37
H 3.43 1.12 -0.46
H -3.04 -0.60 1.13
H -2.11 0.79 1.18
H -3.41 0.75 0.19
H 2.25 -0.14 1.50
H -2.08 -0.41 -1.46
H -1.66 -1.37 -0.26
```

Calculated values
energy above the lowest of the compared OMol25 structures with the same formula, charge and spin: 88.6 kcal per mole
2S+1: 1
total charge: +1
SMILES: CN[C@H]1S[C@@H]1[NH2+]C
HOMO: -0.4575 Eh

---

Record 2
This record from the Open Molecules 2025 dataset describes the ion C4H11N2S with charge +1. The level of theory is wB97M-V/def2-TZVPD.

```
18
C4H11N2S wB97M-V/def2-TZVPD
C -1.71 -3.02 -0.68
C -1.76 -1.79 -0.13
C 1.87 2.22 0.03
C -0.16 0.75 0.24
N 0.14 0.09 1.46
N 0.98 1.13 -0.53
S -1.20 -0.49 -1.13
H -2.30 -3.95 -0.36
H -1.00 -3.35 -1.54
H -2.37 -1.55 0.73
H 1.15 2.99 0.14
H 2.13 1.87 0.95
H 2.56 2.70 -0.62
H -0.65 1.69 0.26
H -0.50 -0.04 2.22
H 0.64 -0.73 1.19
H 1.43 0.26 -0.65
H 0.74 1.22 -1.57
```

Calculated values
energy above the lowest of the compared OMol25 structures with the same formula, charge and spin: 65.9 kcal per mole
2S+1: 1
total charge: +1
SMILES: C=CS[C@@H](N)[NH2+]C
HOMO: -0.4631 Eh

---

Record 3
This record from the Open Molecules 2025 dataset describes a cluster of 2 separate species, C4H11N3 in total. The level of theory is wB97M-V/def2-TZVPD.

```
18
C4H11N3 wB97M-V/def2-TZVPD
C 0.03 0.63 -0.53
C 1.36 -0.02 -0.49
C -1.29 -1.21 1.01
N 0.01 1.93 0.09
N -0.65 0.54 -1.79
C 1.52 -1.09 0.68
N 0.65 -1.59 1.40
H -0.62 -0.13 0.19
H -0.94 2.28 0.21
H 0.47 1.93 0.99
H -0.23 1.14 -2.48
H -1.63 0.80 -1.71
H 1.53 -0.58 -1.42
H 2.16 0.70 -0.34
H 2.57 -1.35 0.82
H -2.10 -0.86 0.36
H -1.41 -0.84 2.03
H -1.42 -2.28 0.99
```

Calculated values
energy above the lowest of the compared OMol25 structures with the same formula, charge and spin: 119.1 kcal per mole
2S+1: 1
total charge: 0
HOMO: -0.2953 Eh

---

Record 4
This record from the Open Molecules 2025 dataset describes an isolated molecule of C4H11N3. The level of theory is wB97M-V/def2-TZVPD.

```
18
C4H11N3 wB97M-V/def2-TZVPD
C -0.96 1.47 0.05
C -1.54 -1.57 -0.33
N 1.28 0.68 -0.67
C 0.06 0.39 -0.16
C -0.15 -1.00 -0.16
N 2.16 1.51 0.05
N 0.68 -1.83 0.67
H 1.48 -0.41 -0.94
H 1.66 2.25 0.55
H 2.81 1.96 -0.59
H 0.29 -2.00 1.59
H 1.64 -1.52 0.76
H -0.53 2.48 0.04
H -1.71 1.44 -0.74
H -1.48 1.34 1.00
H -1.48 -2.61 -0.67
H -2.10 -1.57 0.62
H -2.12 -1.00 -1.06
```

Calculated values
energy above the lowest of the compared OMol25 structures with the same formula, charge and spin: 101.6 kcal per mole
2S+1: 1
total charge: 0
SMILES: C/C(N)=C(\C)NN
HOMO: -0.2482 Eh

---

The calculation returns the following Kohn-Sham gap values, one per record and in order: 8.96; 9.16; 8.45; 7.55 eV.
The calculation returns the following electronic energy values, one per record and in order: -666.32683; -666.36309; -323.11667; -323.14466 a.u..